(1)
Density functional theory data (the ωB97M-V functional and the def2-TZVPD basis) for a cluster of 3 separate species, C27H26BNO12 in total at a distorted geometry.

Its SMILES is CN(C)B(O)c1ccc2c(c1CCCO)C(=O)C=CC2=O.O=C1C=C(O)C(=O)C=C1O.O=C1C=C(O)C(=O)C=C1O. The total energy is -2026.7587 Eh. The calculation puts the HOMO energy at -8.9 eV.

CARTESIAN COORDINATES (ANGSTROEM)
C -2.3082 2.8618 -0.6035
N -0.9912 2.3179 -0.1524
C -1.3217 1.2089 0.7892
B -0.1325 1.8704 -1.2979
O 0.7650 2.8187 -1.9002
C -0.2655 0.3005 -1.7548
C 0.7411 -0.6863 -1.0555
C 0.7286 -2.2128 -1.3315
C -0.3164 -2.7397 -2.3482
C -1.3118 -1.7605 -3.0725
C -1.3131 -0.2129 -2.8087
C -2.3180 0.7820 -3.5661
C -1.7910 0.9291 -5.0912
C -0.8123 2.1738 -5.3259
O -1.3426 3.4394 -4.8625
C -2.3384 -2.4774 -4.0776
O -2.7233 -1.9982 -5.1680
C -2.8309 -3.9403 -3.6007
C -1.9307 -4.8362 -2.9450
C -0.4280 -4.3191 -2.6581
O 0.5744 -5.0757 -2.7079
H -2.2321 3.6310 -1.4449
H -2.9507 3.2778 0.2506
H -2.9032 1.9608 -1.0315
H -0.3989 0.7157 1.2644
H -1.8980 1.6819 1.6764
H -2.0563 0.4271 0.3502
H 1.0647 2.4035 -2.7426
H 1.5136 -0.2736 -0.3167
H 1.4276 -2.9459 -0.8118
H -2.3730 1.8224 -3.1047
H -3.3751 0.3404 -3.5112
H -1.1604 -0.0187 -5.2925
H -2.6769 0.8943 -5.8132
H 0.2052 1.9030 -4.8685
H -0.6227 2.2449 -6.4663
H -2.3229 3.3758 -4.8937
H -3.9200 -4.2606 -3.7913
H -2.2224 -5.8779 -2.5916
O 3.1587 0.6919 0.6527
C 3.3780 1.4465 1.5896
C 2.3528 2.3382 2.1386
C 2.6364 3.1593 3.1515
O 1.6933 3.9901 3.6731
C 3.9977 3.2038 3.7566
O 4.2266 3.9792 4.6687
C 5.0178 2.2946 3.2232
C 4.7323 1.4711 2.2127
O 5.6679 0.6196 1.7084
H 1.3694 2.2977 1.6888
H 2.1449 4.4782 4.3891
H 5.9968 2.3240 3.6828
H 5.2180 0.1360 0.9886
O 0.7179 -0.1484 3.1418
C 0.2851 -1.1230 3.7308
C -0.1735 -1.0664 5.1216
C -0.6254 -2.1643 5.7324
O -1.0573 -2.1281 7.0220
C -0.6767 -3.4786 5.0297
O -1.0780 -4.4638 5.6242
C -0.2396 -3.5281 3.6307
C 0.2087 -2.4288 3.0206
O 0.6173 -2.4539 1.7222
H -0.1288 -0.1072 5.6197
H -1.3299 -3.0433 7.2302
H -0.2979 -4.4834 3.1264
H 0.8954 -1.5388 1.5188



(2)
Density functional theory data (the ωB97M-V functional and the def2-TZVPD basis) for a structure of composition C27H26Br2GaN4O8.

The total charge is -1. The total energy is -8937.8365 Eh. The calculation puts the HOMO energy at -4.9 eV.

CARTESIAN COORDINATES (ANGSTROEM)
C 0.2325 0.7342 -2.3967
C -0.5733 1.9012 -2.9258
Br 0.5115 3.3749 -3.5984
C -1.8934 1.9242 -2.9171
Ga -3.0012 0.3237 -2.1915
Br -2.8024 3.4681 -3.6119
H 1.2821 1.0120 -2.3161
H -0.1574 0.4986 -1.4050
H 0.1042 -0.1518 -3.0214
H -4.5443 0.7521 -2.3075
H -2.5215 -0.0622 -0.7202
H -2.7426 -0.8134 -3.2715
C -1.9023 6.8032 -4.1329
C -1.3887 6.9535 -2.8520
C -1.3716 8.2027 -2.2532
C -1.8762 9.2849 -2.9541
C -2.3882 9.1578 -4.2328
C -2.3975 7.9035 -4.8218
N -1.8777 10.6102 -2.3179
O -1.4050 10.7076 -1.2023
O -2.3525 11.5411 -2.9418
H -1.9128 5.8215 -4.5871
H -1.0060 6.0894 -2.3256
H -0.9745 8.3313 -1.2576
H -2.7728 10.0193 -4.7575
H -2.7960 7.7830 -5.8201
C 3.2342 0.2417 3.9600
C 3.4462 0.7541 2.6860
C 2.8069 0.1901 1.5939
C 1.9605 -0.8828 1.8028
C 1.7405 -1.4104 3.0592
C 2.3864 -0.8409 4.1442
N 1.2607 -1.4746 0.6456
O 1.4933 -0.9981 -0.4446
O 0.4982 -2.3930 0.8619
H 3.7323 0.6872 4.8113
H 4.1079 1.5976 2.5422
H 2.9601 0.5797 0.5986
H 1.0762 -2.2512 3.1899
H 2.2175 -1.2327 5.1341
C -3.5883 -5.9127 -6.3949
C -2.3838 -5.2653 -6.6358
C -1.8531 -4.4060 -5.6857
C -2.5405 -4.2134 -4.5035
C -3.7431 -4.8421 -4.2468
C -4.2679 -5.6977 -5.2033
N -1.9710 -3.3150 -3.4802
O -0.9271 -2.7588 -3.7525
O -2.5878 -3.1911 -2.4489
H -3.9984 -6.5853 -7.1375
H -1.8551 -5.4294 -7.5652
H -0.9190 -3.8936 -5.8603
H -4.2604 -4.6647 -3.3159
H -5.2087 -6.1979 -5.0167
C 3.2761 -5.0197 9.8004
C 2.4739 -5.3496 8.7161
C 2.6684 -4.7283 7.4928
C 3.6721 -3.7849 7.3808
C 4.4786 -3.4373 8.4479
C 4.2741 -4.0632 9.6671
N 3.8943 -3.1348 6.0766
O 3.1561 -3.4415 5.1642
O 4.7981 -2.3272 5.9960
H 3.1235 -5.5103 10.7527
H 1.6961 -6.0932 8.8214
H 2.0510 -4.9754 6.6422
H 5.2522 -2.6935 8.3302
H 4.8962 -3.8053 10.5131



(3)
Density functional theory data (the ωB97M-V functional and the def2-TZVPD basis) for a structure of composition C27H26Cl64OSi at a distorted geometry.

The total energy is -30861.0842 Eh. The calculation puts the HOMO energy at -9.8 eV.

CARTESIAN COORDINATES (ANGSTROEM)
C -4.0039 5.4549 -2.0609
O -4.0045 4.2420 -2.8101
C -3.4190 3.2256 -1.9716
C -4.0262 1.8237 -2.2485
C -3.2136 0.9681 -3.2751
C -3.5322 -0.5613 -3.1319
C -2.6583 -1.1326 -1.9773
C -3.1891 -2.4730 -1.3678
C -2.0630 -3.3497 -0.6985
C -2.3008 -3.4980 0.8452
C -1.2994 -2.7009 1.7477
C -0.6842 -1.4357 1.0595
Si 1.1594 -1.7338 0.6109
H -4.0288 6.3220 -2.7464
H -3.0922 5.5675 -1.4404
H -4.8737 5.4837 -1.3709
H -2.3229 3.2447 -2.1301
H -3.6780 3.4996 -0.9255
H -4.0181 1.2711 -1.2840
H -5.0634 1.9501 -2.6055
H -3.4685 1.3136 -4.2948
H -2.1411 1.1950 -3.1167
H -4.6066 -0.6139 -2.8594
H -3.2962 -1.1126 -4.0615
H -1.5910 -1.2574 -2.2480
H -2.6933 -0.3780 -1.1565
H -4.0566 -2.3276 -0.6937
H -3.5982 -3.0566 -2.2262
H -2.1920 -4.3624 -1.1268
H -1.0452 -3.0293 -0.9754
H -3.3545 -3.2905 1.1160
H -2.1593 -4.5762 1.0869
H -0.5387 -3.3802 2.1899
H -1.8828 -2.3358 2.6230
H -1.2713 -1.0460 0.2117
H -0.6551 -0.6182 1.8182
H 1.6029 -0.5907 -0.1942
H 1.1906 -2.9184 -0.2652
H 1.9882 -1.9982 1.7922
C -1.6219 -6.0380 4.1552
Cl -2.4123 -4.4771 4.4273
Cl -1.6691 -6.9958 5.6460
Cl -2.4656 -6.9018 2.8594
Cl 0.0650 -5.7703 3.6765
C -4.0080 5.5274 -6.4634
Cl -3.9391 3.7660 -6.6283
Cl -3.9059 6.2771 -8.0662
Cl -5.5365 5.9905 -5.6946
Cl -2.6495 6.0808 -5.4682
C 3.7366 0.3052 -2.8299
Cl 4.2027 0.4219 -1.1220
Cl 2.0911 -0.3434 -2.9474
Cl 3.7742 1.9077 -3.5812
Cl 4.8661 -0.7660 -3.6763
C 5.4867 4.1208 -0.3785
Cl 6.3578 2.8213 -1.2133
Cl 5.1821 3.6256 1.2970
Cl 6.4467 5.6078 -0.3965
Cl 3.9424 4.4188 -1.1935
C -3.6250 -8.1969 -1.0668
Cl -2.8257 -9.6487 -1.7031
Cl -4.0898 -8.4422 0.6237
Cl -2.5099 -6.8232 -1.1408
Cl -5.0703 -7.8510 -2.0319
C -0.9104 -2.0912 7.7782
Cl -1.1903 -3.8399 7.8521
Cl -0.6999 -1.6008 6.0872
Cl -2.3152 -1.2523 8.4519
Cl 0.5595 -1.6816 8.6959
C 10.2939 7.0392 1.0732
Cl 11.4361 8.1139 1.8967
Cl 9.4124 7.9532 -0.1649
Cl 11.1787 5.7102 0.3059
Cl 9.1442 6.3829 2.2502
C -1.8044 -0.3144 -6.9206
Cl -1.0307 -0.8604 -8.4174
Cl -2.9694 -1.5372 -6.3793
Cl -0.5720 -0.0812 -5.6688
Cl -2.6459 1.2163 -7.2172
C 3.0236 3.6083 5.2618
Cl 4.3309 3.2563 4.1179
Cl 2.9343 5.3546 5.5438
Cl 1.4884 3.0338 4.5923
Cl 3.3420 2.7771 6.7945
C 5.4054 9.5137 -2.0768
Cl 4.2851 8.2074 -2.4974
Cl 5.8884 10.3765 -3.5475
Cl 4.6196 10.6414 -0.9591
Cl 6.8385 8.8077 -1.3092
C 1.8583 7.0430 -5.5784
Cl 0.6381 7.2552 -4.3110
Cl 2.7447 8.5585 -5.8137
Cl 2.9919 5.7662 -5.1006
Cl 1.0557 6.5860 -7.0898
C -2.3755 1.9584 6.4204
Cl -2.6637 0.2212 6.2216
Cl -2.6750 2.7870 4.8822
Cl -3.4663 2.6011 7.6601
Cl -0.6955 2.2240 6.9128
C -0.9441 0.0782 12.1804
Cl -2.2996 -1.0496 12.0133
Cl -0.3555 0.5735 10.5808
Cl -1.4806 1.5074 13.0816
Cl 0.3696 -0.7160 13.0655
C -1.1993 -6.4662 -4.8032
Cl -0.4040 -7.0365 -6.2796
Cl -2.3724 -7.6764 -4.2557
Cl 0.0152 -6.2093 -3.5355
Cl -2.0306 -4.9340 -5.1203
C 2.8503 -4.6531 7.2073
Cl 2.1889 -4.9562 8.8239
Cl 1.5891 -4.9073 5.9896
Cl 3.4335 -2.9823 7.1092
Cl 4.1948 -5.7672 6.9038
C 2.7110 -9.8147 -5.8613
Cl 1.3865 -10.9078 -6.2989
Cl 3.4161 -9.1235 -7.3331
Cl 2.0836 -8.5110 -4.8406
Cl 3.9544 -10.7167 -4.9774



(4)
Density functional theory data (the ωB97M-V functional and the def2-TZVPD basis) for the molecule C27H26ClN3O4.

Its SMILES is CCOC(=O)C1=C(c2ccccc2)NC(N)=N[C@H]1c1ccc(OCc2ccc(Cl)cc2)c(OC)c1. The total energy is -1969.9116 Eh. The energy above the lowest of the compared OMol25 structures with the same formula, charge and spin comes out at 6.3 kJ/mol. The calculation puts the HOMO energy at -7.9 eV.

CARTESIAN COORDINATES (ANGSTROEM)
C 2.5183 -4.8654 3.4414
C 2.9183 -3.7280 2.5121
O 2.0329 -2.6190 2.6347
C 0.8877 -2.6755 1.9206
O 0.6199 -3.5997 1.1858
C 0.0111 -1.5262 2.1347
C 0.2290 -0.5313 3.0238
C 1.4543 -0.3062 3.8133
C 2.6329 0.0835 3.1858
C 3.7694 0.3250 3.9336
C 3.7407 0.1834 5.3118
C 2.5677 -0.1931 5.9424
C 1.4253 -0.4282 5.1976
N -0.7931 0.3670 3.2661
C -2.0963 -0.0295 2.9637
N -3.0860 0.6817 3.5974
N -2.3749 -0.9563 2.1499
C -1.2893 -1.5094 1.3592
C -1.1597 -0.7268 0.0624
C 0.0614 -0.4235 -0.5025
C 0.1295 0.2911 -1.6923
C -1.0224 0.7142 -2.3283
O -1.0726 1.4239 -3.4936
C 0.1322 1.7198 -4.1517
C -0.1570 2.4493 -5.4386
C -1.4580 2.6352 -5.8834
C -1.7064 3.3008 -7.0710
C -0.6435 3.7809 -7.8169
Cl -0.9452 4.6138 -9.3031
C 0.6625 3.6036 -7.3880
C 0.8982 2.9387 -6.1996
C -2.2756 0.4077 -1.7550
O -3.3636 0.8595 -2.4451
C -4.6377 0.5687 -1.9284
C -2.3254 -0.3073 -0.5744
H 2.4707 -4.5099 4.4682
H 3.2474 -5.6679 3.3740
H 1.5428 -5.2490 3.1532
H 2.9169 -4.0731 1.4725
H 3.9022 -3.3321 2.7749
H 2.6482 0.1913 2.1120
H 4.6830 0.6239 3.4411
H 4.6321 0.3662 5.8934
H 2.5411 -0.3048 7.0165
H 0.5120 -0.7348 5.6893
H -0.6411 1.0811 3.9634
H -4.0041 0.2907 3.4570
H -2.9038 0.9922 4.5391
H -1.5683 -2.5406 1.1065
H 0.9769 -0.7475 -0.0321
H 1.0992 0.5100 -2.1109
H 0.6836 0.7930 -4.3799
H 0.7764 2.3480 -3.5156
H -2.2734 2.2564 -5.2886
H -2.7180 3.4458 -7.4163
H 1.4820 3.9829 -7.9781
H 1.9146 2.7985 -5.8607
H -4.7823 1.0138 -0.9382
H -5.3464 1.0086 -2.6289
H -4.8109 -0.5106 -1.8670
H -3.2653 -0.5544 -0.1091



(5)
Density functional theory data (the ωB97M-V functional and the def2-TZVPD basis) for a structure of composition C27H26F3FeN9O4S.

The total charge is +1. As for the expectation value of S²: 0.79. The total energy is -3799.6971 Eh. The energy above the lowest of the compared OMol25 structures with the same formula, charge and spin comes out at 0.0 kJ/mol. The spin multiplicity is 2. The calculation puts the HOMO energy (spin up / spin down) at -10.8 / -10.8 eV.

CARTESIAN COORDINATES (ANGSTROEM)
Fe 0.6387 -0.1517 -0.3256
N 1.5319 -3.4552 -2.6127
C 0.6542 -2.9079 -1.7685
N 1.0480 -1.6787 -1.5109
C 2.1838 -1.5297 -2.2504
N 2.5124 -2.5919 -2.9385
C 2.8422 -0.2299 -2.2005
C 3.9654 0.1422 -2.9197
N 4.4544 1.3738 -2.8403
C 3.8176 2.2307 -2.0544
C 2.6908 1.8719 -1.3226
N 2.2122 0.6380 -1.3969
H 1.5212 -4.3786 -3.0160
H -0.2140 -3.4008 -1.3684
H 4.4697 -0.5661 -3.5653
H 4.2094 3.2382 -1.9977
H 2.1674 2.5648 -0.6783
C 3.4658 -2.8362 0.7912
C 3.1131 -1.5619 1.4695
N 2.2186 -0.6658 1.0966
C 2.2418 0.3263 2.0508
C 3.1633 0.0269 3.0108
N 3.7022 -1.1636 2.6163
C 3.6497 0.6539 4.2732
O 3.0731 1.7756 4.6471
O 4.5290 0.1068 4.8860
C 1.3221 1.4693 1.9167
O 1.2537 2.3607 2.7593
O 0.6105 1.4432 0.8381
H 2.6883 -3.1083 0.0848
H 3.5596 -3.6401 1.5208
H 4.4141 -2.7475 0.2589
H 4.4183 -1.6374 3.1504
H 2.3557 2.0546 4.0199
F -2.2865 -2.8923 3.1964
C -3.2594 -2.1915 2.5935
F -4.4216 -2.6029 3.1186
F -3.1071 -0.9016 2.9546
C -3.2381 -2.3567 1.0957
C -4.3519 -2.8611 0.4519
C -4.3532 -2.9681 -0.9288
C -3.2168 -2.5631 -1.5992
N -2.1268 -2.0917 -0.9938
C -2.1154 -1.9750 0.3335
S -0.6993 -1.2892 1.1355
H -5.2174 -3.1549 1.0293
H -5.2104 -3.3511 -1.4627
H -3.1597 -2.6227 -2.6814
C -2.2187 2.3870 2.5096
N -1.7844 2.5626 1.1023
C -1.9864 3.9484 0.6293
C -2.4297 1.5322 0.2160
C -1.8438 1.4563 -1.1720
C -2.6222 2.0563 -2.1654
C -2.2806 2.0026 -3.5039
C -1.1353 1.3195 -3.8652
C -0.3538 0.7216 -2.8867
C -0.6587 0.7664 -1.5226
H -1.6750 3.0889 3.1366
H -1.9931 1.3668 2.8139
H -3.2903 2.5676 2.5746
H -0.7651 2.3296 1.0679
H -3.0457 4.1938 0.6898
H -1.6472 4.0257 -0.4002
H -1.4145 4.6220 1.2629
H -3.4885 1.7892 0.1657
H -2.3189 0.5890 0.7425
H -3.5367 2.5640 -1.8768
H -2.9053 2.4766 -4.2489
H -0.8472 1.2431 -4.9063
H 0.5206 0.1870 -3.2302



(6)
Density functional theory data (the ωB97M-V functional and the def2-TZVPD basis) for a cluster of 2 separate species, C27H26F3NO2S in total at a distorted geometry.

The total energy is -1947.3871 Eh. The energy above the lowest of the compared OMol25 structures with the same formula, charge and spin comes out at 0.0 kJ/mol. The calculation puts the HOMO energy at -6.8 eV.

CARTESIAN COORDINATES (ANGSTROEM)
C -5.2109 0.2648 4.4406
C -3.9437 0.1418 3.6448
C -3.5233 -1.1084 3.1732
C -2.3905 -1.2327 2.3718
C -1.5453 -0.1221 2.1428
C -0.1622 -0.3546 1.7659
S 0.9980 0.7754 2.5304
C 1.7487 -0.3807 3.8050
F 2.8587 0.1972 4.2999
F 0.8595 -0.6119 4.7941
F 2.0867 -1.5964 3.2740
O 2.0789 1.1203 1.6239
O 0.3530 1.8183 3.2880
C -2.0973 1.1540 2.4177
C -3.1849 1.2666 3.2823
H -5.4229 1.3087 4.6823
H -6.0643 -0.1208 3.8715
H -5.1609 -0.3144 5.3700
H -4.0769 -1.9980 3.4686
H -2.0840 -2.1981 1.9756
H 0.2171 -1.3317 2.1331
H -1.6307 2.0368 1.9896
H -3.4567 2.2425 3.6863
C 3.4293 -1.6533 0.6057
C 3.0303 -0.6446 -0.3669
N 3.9169 0.2314 -0.8853
C 5.3056 0.2948 -0.4865
C 3.3336 0.9935 -1.8974
C 1.9730 0.5954 -2.0017
C 1.2794 1.0537 -3.1274
C 1.9298 1.8775 -4.0713
C 3.2821 2.2234 -3.9304
C 4.0004 1.7969 -2.8112
C 1.7327 -0.3947 -0.9131
C 0.5355 -0.9961 -0.4824
C -0.6934 -0.8455 -1.2677
C -1.2440 0.4239 -1.5073
C -2.2619 0.5846 -2.4509
C -2.7742 -0.4980 -3.1726
C -3.7637 -0.2441 -4.2759
C -2.3213 -1.7731 -2.8293
C -1.3393 -1.9559 -1.8582
H 2.6494 -2.4124 0.6851
H 4.3551 -2.1504 0.3053
H 3.6048 -1.1862 1.5789
H 5.7744 1.1440 -0.9768
H 5.3722 0.4346 0.5979
H 5.8607 -0.6175 -0.7449
H 0.2579 0.7170 -3.3240
H 1.3748 2.2219 -4.9506
H 3.7463 2.8787 -4.6639
H 5.0155 2.1201 -2.5993
H 0.6477 -1.9327 0.0760
H -0.8095 1.2789 -0.9871
H -2.6502 1.5794 -2.6415
H -4.0586 -1.1759 -4.7664
H -4.6659 0.2186 -3.8559
H -3.3670 0.4372 -5.0442
H -2.7192 -2.6257 -3.3721
H -0.9856 -2.9563 -1.6183



What did the sixth record say?
Density functional theory data (the ωB97M-V functional and the def2-TZVPD basis) for a cluster of 2 separate species, C27H26F3NO2S in total at a distorted geometry.

The total energy is -1947.3871 Eh. The energy above the lowest of the compared OMol25 structures with the same formula, charge and spin comes out at 0.0 kJ/mol. The calculation puts the HOMO energy at -6.8 eV.

CARTESIAN COORDINATES (ANGSTROEM)
C -5.2109 0.2648 4.4406
C -3.9437 0.1418 3.6448
C -3.5233 -1.1084 3.1732
C -2.3905 -1.2327 2.3718
C -1.5453 -0.1221 2.1428
C -0.1622 -0.3546 1.7659
S 0.9980 0.7754 2.5304
C 1.7487 -0.3807 3.8050
F 2.8587 0.1972 4.2999
F 0.8595 -0.6119 4.7941
F 2.0867 -1.5964 3.2740
O 2.0789 1.1203 1.6239
O 0.3530 1.8183 3.2880
C -2.0973 1.1540 2.4177
C -3.1849 1.2666 3.2823
H -5.4229 1.3087 4.6823
H -6.0643 -0.1208 3.8715
H -5.1609 -0.3144 5.3700
H -4.0769 -1.9980 3.4686
H -2.0840 -2.1981 1.9756
H 0.2171 -1.3317 2.1331
H -1.6307 2.0368 1.9896
H -3.4567 2.2425 3.6863
C 3.4293 -1.6533 0.6057
C 3.0303 -0.6446 -0.3669
N 3.9169 0.2314 -0.8853
C 5.3056 0.2948 -0.4865
C 3.3336 0.9935 -1.8974
C 1.9730 0.5954 -2.0017
C 1.2794 1.0537 -3.1274
C 1.9298 1.8775 -4.0713
C 3.2821 2.2234 -3.9304
C 4.0004 1.7969 -2.8112
C 1.7327 -0.3947 -0.9131
C 0.5355 -0.9961 -0.4824
C -0.6934 -0.8455 -1.2677
C -1.2440 0.4239 -1.5073
C -2.2619 0.5846 -2.4509
C -2.7742 -0.4980 -3.1726
C -3.7637 -0.2441 -4.2759
C -2.3213 -1.7731 -2.8293
C -1.3393 -1.9559 -1.8582
H 2.6494 -2.4124 0.6851
H 4.3551 -2.1504 0.3053
H 3.6048 -1.1862 1.5789
H 5.7744 1.1440 -0.9768
H 5.3722 0.4346 0.5979
H 5.8607 -0.6175 -0.7449
H 0.2579 0.7170 -3.3240
H 1.3748 2.2219 -4.9506
H 3.7463 2.8787 -4.6639
H 5.0155 2.1201 -2.5993
H 0.6477 -1.9327 0.0760
H -0.8095 1.2789 -0.9871
H -2.6502 1.5794 -2.6415
H -4.0586 -1.1759 -4.7664
H -4.6659 0.2186 -3.8559
H -3.3670 0.4372 -5.0442
H -2.7192 -2.6257 -3.3721
H -0.9856 -2.9563 -1.6183